{"formula": "C37H35F3N6O3SSbSeW", "method": "the ωB97M-V functional and the def2-TZVPD basis", "e_above_lowest_kcal_mol": 37.4, "s2": 0.889, "molar_mass_g_mol": 1085.35, "spin_multiplicity": 2, "total_energy_ha": -5391.5766, "homo_lumo_gap_ev": [4.5881, 4.3120], "symbols": ["W", "C", "C", "C", "C", "C", "C", "N", "Sb", "C", "C", "C", "C", "C", "C", "N", "C", "C", "C", "C", "C", "C", "N", "H", "H", "H", "H", "H", "H", "H", "H", "H", "H", "H", "H", "H", "H", "H", "H", "H", "H", "O", "N", "C", "C", "C", "C", "C", "S", "H", "H", "H", "H", "F", "C", "F", "F", "C", "O", "O", "C", "C", "C", "C", "C", "C", "H", "H", "H", "H", "H", "H", "H", "H", "H", "Se", "N", "C", "C", "C", "C", "C", "C", "N", "H", "H", "H", "H"], "coordinates": [[0.49393, -0.17948, 0.71012], [3.12078, -3.23313, 0.16103], [1.64384, -3.18827, -0.06890], [1.03129, -4.10566, -0.90188], [-0.33972, -3.97550, -1.17824], [-1.05859, -2.99326, -0.54824], [-0.45291, -2.14323, 0.43828], [0.93393, -2.24184, 0.58571], [-1.49315, -2.85623, 2.43924], [-3.20117, -1.78099, 1.56412], [-4.43930, -2.40644, 1.52377], [-5.46909, -1.76949, 0.85350], [-5.21568, -0.52822, 0.30108], [-3.94905, 0.04493, 0.42613], [-3.73186, 1.42747, -0.08234], [-2.94156, -0.60034, 1.02235], [-0.52002, -1.37179, 3.64777], [-0.46331, -1.73153, 4.98148], [0.27681, -0.98320, 5.87972], [0.88156, 0.16932, 5.37581], [0.79919, 0.49283, 4.04018], [1.41402, 1.78964, 3.60561], [0.14838, -0.30024, 3.11663], [3.38053, -4.07762, 0.79941], [3.46398, -2.31846, 0.64123], [3.64411, -3.34955, -0.78506], [1.61528, -4.87906, -1.37362], [-0.81574, -4.65045, -1.87467], [-2.12120, -2.88162, -0.73389], [-4.56898, -3.37068, 1.99360], [-6.44181, -2.23002, 0.76438], [-5.98637, 0.01242, -0.22698], [-4.51191, 1.70278, -0.78660], [-2.75415, 1.51940, -0.54708], [-3.75828, 2.10920, 0.76674], [-0.99481, -2.61984, 5.29919], [0.39559, -1.27894, 6.90811], [1.43416, 0.82001, 6.03473], [2.15800, 2.10486, 4.33291], [0.63198, 2.55206, 3.56455], [1.90645, 1.72697, 2.63162], [1.11966, 1.72278, 0.66018], [0.60773, 2.98467, 0.55210], [1.33963, 3.93727, -0.08976], [0.89942, 5.22600, -0.15551], [-0.31349, 5.57804, 0.45701], [-1.04214, 4.59560, 1.10757], [-0.59531, 3.28000, 1.16138], [-1.41903, 2.02272, 1.96582], [2.27047, 3.58951, -0.51127], [1.49392, 5.96342, -0.67027], [-0.66479, 6.59693, 0.42898], [-1.97613, 4.81875, 1.59758], [3.14806, -1.80935, 4.78174], [3.15065, -1.97716, 3.45601], [1.94007, -2.50556, 3.12797], [4.05689, -2.92348, 3.17480], [3.41600, -0.61654, 2.68172], [4.39299, 0.01942, 2.97634], [2.52259, -0.36243, 1.81397], [-1.36994, 3.00674, -3.22606], [-1.37362, 1.47722, -3.35356], [-2.76991, 0.96966, -3.73096], [-0.37409, 1.04115, -4.43193], [-0.96392, 0.91265, -2.06745], [-0.65488, 0.45726, -0.98214], [-1.63968, 3.46919, -4.17333], [-0.37807, 3.35809, -2.94568], [-2.08005, 3.33174, -2.46722], [-3.05389, 1.35502, -4.70764], [-3.51078, 1.29150, -3.00527], [-2.77804, -0.11745, -3.77470], [-0.61250, 1.53164, -5.37386], [-0.41858, -0.03580, -4.57974], [0.64479, 1.30120, -4.15173], [3.54072, 0.85127, -0.46786], [2.03846, -0.18902, -0.81555], [2.17427, -0.66269, -2.09358], [1.24999, -1.47296, -2.74377], [1.52192, -1.92913, -4.02375], [2.68210, -1.53987, -4.68734], [3.59277, -0.69955, -4.08569], [3.37163, -0.25814, -2.77123], [4.19868, 0.54261, -2.08777], [0.31372, -1.72006, -2.25971], [0.81753, -2.58605, -4.51271], [2.86220, -1.88622, -5.69395], [4.47686, -0.36739, -4.60367]], "lowdin_charge": [1.61, -0.02, -0.34, -0.05, -0.10, -0.18, -0.56, -0.13, 1.47, -0.47, -0.14, -0.07, -0.03, -0.32, -0.09, 0.06, -0.46, -0.16, -0.03, -0.02, -0.32, -0.05, -0.04, 0.09, 0.06, 0.09, 0.11, 0.11, 0.10, 0.08, 0.10, 0.11, 0.07, 0.02, 0.04, 0.07, 0.11, 0.12, 0.09, 0.06, 0.06, -0.47, -0.12, -0.02, -0.07, -0.05, -0.08, -0.64, 0.76, 0.11, 0.11, 0.11, 0.11, 0.15, -0.51, 0.10, 0.15, -0.59, 0.10, -0.25, -0.04, -0.61, -0.04, -0.04, -0.11, -0.13, 0.08, 0.08, 0.08, 0.08, 0.07, 0.09, 0.09, 0.07, 0.09, 1.29, -0.29, -0.31, -0.04, -0.07, -0.07, -0.02, -0.38, -0.21, 0.09, 0.11, 0.11, 0.11]}


{"formula": "C37H35InN2OP2S", "method": "the ωB97M-V functional and the def2-TZVPD basis", "e_above_lowest_kcal_mol": 14.2, "s2": 0.755, "molar_mass_g_mol": 732.53, "total_charge": 1, "spin_multiplicity": 2, "total_energy_ha": -2886.5186, "homo_lumo_gap_ev": [7.4466, 6.8590], "symbols": ["In", "O", "N", "C", "C", "C", "C", "C", "S", "H", "H", "H", "H", "C", "C", "P", "C", "C", "C", "C", "C", "C", "C", "C", "C", "C", "C", "C", "P", "C", "C", "C", "C", "C", "C", "C", "C", "C", "C", "C", "C", "H", "H", "H", "H", "H", "H", "H", "H", "H", "H", "H", "H", "H", "H", "H", "H", "H", "H", "H", "H", "H", "H", "H", "H", "C", "C", "C", "C", "N", "C", "C", "H", "H", "H", "H", "H", "H", "H"], "coordinates": [[-1.23193, -1.57028, -0.60506], [-3.12257, -0.69741, 0.40094], [-3.53509, -1.17673, 1.56071], [-4.29217, -0.37000, 2.33707], [-4.75397, -0.77107, 3.56036], [-4.41829, -2.04326, 4.02127], [-3.64164, -2.85440, 3.22863], [-3.19904, -2.42975, 1.96918], [-2.27222, -3.47401, 0.96409], [-4.49346, 0.60214, 1.91400], [-5.36614, -0.09710, 4.14053], [-4.75869, -2.38548, 4.98877], [-3.35262, -3.84487, 3.54780], [1.78463, 0.74499, 1.10972], [2.59645, -0.50182, 0.73983], [1.85222, -1.51577, -0.62094], [3.20421, -2.72912, -0.84363], [4.06894, -2.72623, -1.93422], [5.09653, -3.65680, -2.00315], [5.26385, -4.59146, -0.99321], [4.39484, -4.60811, 0.08882], [3.36344, -3.68696, 0.15883], [2.01345, -0.48600, -2.11791], [1.34406, -0.94821, -3.25313], [1.45377, -0.27860, -4.46101], [2.22648, 0.87179, -4.54290], [2.89189, 1.34109, -3.41967], [2.79345, 0.66313, -2.21284], [-0.03348, 0.39342, 1.29726], [-0.08077, -0.13608, 3.04931], [0.12263, 0.74981, 4.10560], [0.17096, 0.27874, 5.40694], [0.00803, -1.07608, 5.66784], [-0.21006, -1.96147, 4.62402], [-0.25294, -1.49260, 3.31811], [-0.74526, 2.07847, 1.27813], [-2.06489, 2.22587, 0.84908], [-2.63543, 3.48653, 0.75360], [-1.89212, 4.61298, 1.07409], [-0.57910, 4.47621, 1.49996], [-0.00710, 3.21702, 1.60234], [2.15303, 1.14385, 2.05520], [1.88326, 1.51425, 0.34168], [2.64948, -1.17754, 1.59744], [3.62243, -0.24368, 0.47119], [3.94981, -2.00329, -2.72990], [5.77080, -3.64856, -2.84969], [6.06818, -5.31284, -1.05259], [4.52104, -5.34426, 0.87189], [2.66904, -3.71009, 0.99243], [0.75842, -1.85971, -3.18920], [0.93917, -0.65297, -5.33678], [2.32528, 1.39525, -5.48529], [3.50861, 2.22862, -3.48542], [3.34960, 1.02233, -1.35554], [0.22979, 1.81131, 3.92009], [0.33511, 0.97129, 6.22221], [0.05072, -1.43662, 6.68731], [-0.34996, -3.01629, 4.82253], [-0.41653, -2.18736, 2.50056], [-2.63794, 1.34522, 0.58327], [-3.66009, 3.58988, 0.41949], [-2.33320, 5.59814, 0.99397], [0.00946, 5.34849, 1.75352], [1.01947, 3.13495, 1.93469], [-1.80198, 3.43822, -5.16715], [-1.75776, 2.36983, -4.11880], [-0.85850, 2.43004, -3.05816], [-0.81869, 1.39705, -2.14395], [-1.62074, 0.33535, -2.21851], [-2.49775, 0.27101, -3.22028], [-2.59568, 1.25839, -4.18096], [-1.43229, 4.38621, -4.78028], [-2.81164, 3.57489, -5.55043], [-1.16297, 3.15050, -6.00539], [-0.18934, 3.27330, -2.94578], [-0.11704, 1.40912, -1.32162], [-3.13716, -0.60378, -3.24471], [-3.32426, 1.16699, -4.97623]], "lowdin_charge": [0.62, -0.31, -0.19, -0.01, -0.04, -0.05, -0.09, -0.67, 0.62, 0.14, 0.12, 0.12, 0.11, -0.37, -0.38, 0.97, -0.36, -0.07, -0.07, -0.07, -0.07, -0.11, -0.42, -0.13, -0.07, -0.07, -0.07, -0.09, 1.02, -0.35, -0.08, -0.07, -0.07, -0.07, -0.11, -0.37, -0.11, -0.07, -0.07, -0.07, -0.10, 0.09, 0.07, 0.08, 0.09, 0.10, 0.11, 0.11, 0.11, 0.10, 0.09, 0.11, 0.11, 0.11, 0.10, 0.10, 0.11, 0.11, 0.11, 0.05, 0.07, 0.11, 0.11, 0.11, 0.10, -0.03, -0.25, 0.00, -0.15, -0.02, -0.11, 0.00, 0.08, 0.09, 0.09, 0.12, 0.08, 0.12, 0.12]}